[1]
89
Properties=species:S:1:pos:R:3 method="wB97M-V/def2-TZVPD" energy_ha=-2518.89322 e_lumo_ev=-3.8 charge=+1 multiplicity=1 homo_energy_ev=-11.451
C -3.437 -4.151 4.240
C -3.446 -3.972 2.658
Cl -5.137 -4.492 2.083
C -2.423 -4.895 1.878
C -1.702 -4.189 0.653
C -2.663 -3.403 -0.305
C -1.914 -2.093 -0.843
N -0.492 -2.417 -1.120
C 0.182 -1.241 -1.795
C 0.268 0.055 -0.914
C -0.368 1.391 -1.437
Cl -1.161 1.388 -3.061
C 0.216 -2.820 0.031
N 1.551 -2.695 0.228
N -0.546 -3.375 1.139
H -2.700 -4.934 4.567
H -4.479 -4.441 4.573
H -3.250 -3.132 4.688
H -3.325 -2.885 2.406
H -2.901 -5.883 1.602
H -1.600 -5.168 2.621
H -1.249 -5.034 0.036
H -2.970 -4.025 -1.201
H -3.615 -3.032 0.160
H -2.006 -1.317 -0.032
H -2.458 -1.741 -1.761
H 1.244 -1.600 -1.988
H -0.297 -1.160 -2.805
H 1.366 0.254 -0.698
H -0.180 -0.160 0.108
H 0.430 2.197 -1.429
H -1.131 1.744 -0.675
H 2.247 -3.306 -0.225
H 1.856 -1.899 0.796
H 0.109 -4.066 1.538
C 1.576 2.552 1.726
O 0.593 1.520 1.622
H 1.476 3.221 0.873
H 1.419 3.119 2.648
H 2.572 2.110 1.724
H 0.702 0.945 2.387
C -0.057 6.434 0.761
O 0.876 5.490 0.243
H 0.256 6.718 1.765
H -0.078 7.323 0.126
H -1.052 5.986 0.807
H 0.579 5.256 -0.643
C 5.100 2.950 0.234
O 4.419 1.751 0.597
H 4.405 3.786 0.311
H 5.939 3.114 0.913
H 5.461 2.872 -0.794
H 5.052 1.029 0.521
C 4.244 -2.224 -2.626
O 4.074 -3.081 -1.499
H 3.863 -1.235 -2.374
H 5.303 -2.149 -2.878
H 3.686 -2.618 -3.479
H 4.418 -3.947 -1.746
C 0.370 -0.194 -6.559
O -0.191 1.104 -6.429
H 0.781 -0.297 -7.562
H 1.170 -0.329 -5.826
H -0.405 -0.951 -6.409
H -0.548 1.172 -5.537
C 5.337 4.618 3.619
O 6.619 4.087 3.293
H 4.577 4.069 3.064
H 5.155 4.504 4.691
H 5.297 5.668 3.344
H 7.270 4.588 3.794
C -5.698 -4.960 -2.995
O -6.632 -4.317 -2.139
H -6.203 -5.234 -3.920
H -4.871 -4.280 -3.223
H -5.314 -5.863 -2.514
H -6.164 -4.084 -1.329
C 2.315 7.226 3.931
O 3.253 6.292 3.410
H 2.627 7.511 4.935
H 2.286 8.117 3.297
H 1.322 6.771 3.977
H 2.958 6.056 2.523
C -5.835 -0.718 -0.807
O -4.907 -1.658 -1.344
H -5.513 -0.443 0.197
H -5.863 0.175 -1.434
H -6.829 -1.168 -0.756
H -5.213 -1.885 -2.230

[2]
88
Properties=species:S:1:pos:R:3 method="wB97M-V/def2-TZVPD" energy_ha=-1653.31716 e_lumo_ev=-0.8 charge=0 smiles="NC(N)=O.NC(N)=O.CC(C)O.CC(C)O.CC(C)O.CC(C)O.CC(C)O.CO.CO" multiplicity=1 homo_energy_ev=-7.700
N -1.799 -2.477 3.372
C -2.878 -2.099 2.726
N -3.234 -2.707 1.655
O -3.485 -0.986 3.302
H -1.763 -2.079 4.329
H -1.579 -3.430 3.417
H -4.050 -2.300 1.214
H -2.888 -3.657 1.325
N 0.952 -2.815 0.097
C 0.423 -2.758 1.274
N -0.038 -1.613 1.645
O 0.709 -3.717 2.164
H 1.175 -3.823 -0.121
H 0.347 -2.504 -0.746
H -0.836 -1.903 2.408
H -0.514 -1.051 0.885
C 2.189 -1.304 5.379
C 1.239 -1.062 4.254
C 0.162 0.045 4.544
O 1.741 -0.781 3.159
H 1.710 -1.970 6.038
H 2.468 -0.432 5.868
H 3.048 -1.851 5.220
H 0.646 -1.971 4.167
H -0.632 0.001 3.742
H 0.671 1.031 4.546
H -0.342 -0.045 5.495
H 0.945 -1.141 2.622
C -4.277 0.816 -2.155
C -3.577 -0.397 -2.789
C -2.595 -0.011 -3.842
O -3.014 -1.126 -1.989
H -4.907 0.519 -1.270
H -5.049 1.220 -2.831
H -3.612 1.531 -1.808
H -4.344 -0.958 -3.261
H -2.992 0.696 -4.549
H -2.504 -0.799 -4.550
H -1.644 0.285 -3.481
H -3.755 -1.651 -1.595
C 0.062 3.529 -4.274
C 0.208 3.346 -2.782
C -0.320 2.001 -2.211
O 1.326 3.442 -2.249
H 0.756 3.018 -4.987
H 0.420 4.531 -4.554
H -0.930 3.444 -4.546
H -0.405 4.092 -2.267
H 0.027 1.790 -1.232
H 0.043 1.116 -2.788
H -1.413 1.981 -1.978
H 2.007 3.157 -2.932
C 1.098 1.657 1.280
C 2.447 2.210 0.823
C 2.454 3.704 1.397
O 3.448 1.575 1.204
H 0.885 0.727 0.883
H 0.272 2.304 0.945
H 0.976 1.764 2.403
H 2.412 2.347 -0.253
H 3.463 4.134 1.405
H 2.130 3.822 2.406
H 1.756 4.303 0.803
H 4.143 2.086 0.773
C 2.005 -0.126 -1.551
C 3.075 -0.862 -0.766
C 4.399 -0.286 -1.115
O 2.807 -1.027 0.451
H 2.227 0.965 -1.732
H 1.019 -0.237 -1.081
H 1.923 -0.494 -2.600
H 3.181 -1.917 -1.104
H 5.160 -0.765 -0.566
H 4.570 0.775 -1.104
H 4.640 -0.558 -2.104
H 2.009 -1.612 0.297
C -0.316 -2.587 -3.078
O -0.498 -1.859 -1.934
H -0.950 -2.142 -3.842
H -0.573 -3.637 -2.908
H 0.708 -2.629 -3.318
H -1.487 -1.774 -1.871
C -2.308 0.933 0.749
O -1.479 -0.003 0.075
H -3.278 0.394 0.835
H -2.394 1.755 0.138
H -1.867 1.196 1.694
H -1.951 -0.309 -0.695

[3]
92
Properties=species:S:1:pos:R:3 method="wB97M-V/def2-TZVPD" energy_ha=-2036.46064 e_lumo_ev=0.1 charge=0 smiles=CC(C)O.OCCO.OCCO.OCCO.OCCO.OCCO.OCCO.OCCO.OCCO multiplicity=1 homo_energy_ev=-9.598
C -2.707 3.074 -0.564
C -1.214 3.490 -0.574
C -0.469 2.871 -1.785
O -1.082 4.952 -0.709
H -3.192 3.442 0.342
H -2.772 1.973 -0.545
H -3.233 3.364 -1.483
H -0.772 3.196 0.390
H -0.884 3.189 -2.745
H -0.558 1.781 -1.773
H 0.571 3.168 -1.665
H -1.643 5.249 -1.432
O -3.610 1.346 2.859
C -3.498 0.288 3.833
C -4.946 -0.088 4.234
O -5.573 0.986 4.990
H -2.738 1.306 2.464
H -3.026 -0.568 3.355
H -3.028 0.743 4.709
H -4.882 -0.923 4.935
H -5.512 -0.362 3.336
H -6.434 1.095 4.574
O 1.968 -3.590 -0.748
C 1.397 -3.660 -2.030
C 1.938 -2.634 -3.023
O 1.661 -1.288 -2.611
H 1.717 -2.712 -0.388
H 1.578 -4.683 -2.409
H 0.316 -3.518 -1.948
H 1.553 -2.809 -4.046
H 3.016 -2.690 -2.997
H 0.728 -1.124 -2.836
O 3.263 3.916 0.050
C 2.355 3.722 1.168
C 2.354 2.234 1.589
O 1.804 1.381 0.559
H 2.998 4.703 -0.436
H 2.782 4.268 1.982
H 1.381 4.018 0.807
H 1.786 2.089 2.508
H 3.404 1.966 1.656
H 2.337 1.367 -0.287
O 5.532 1.689 -0.109
C 5.422 1.080 -1.384
C 4.259 0.063 -1.521
O 3.052 0.863 -1.726
H 5.092 2.547 -0.148
H 5.553 1.786 -2.220
H 6.245 0.358 -1.395
H 4.273 -0.658 -0.698
H 4.494 -0.590 -2.369
H 2.442 0.200 -2.110
O 1.059 -1.303 0.553
C -0.343 -1.252 0.170
C -1.210 -0.603 1.248
O -1.032 0.792 1.354
H 1.460 -0.414 0.593
H -0.542 -0.723 -0.781
H -0.628 -2.309 0.082
H -0.937 -1.085 2.199
H -2.254 -0.869 1.029
H -0.104 1.059 1.242
O -1.804 -5.006 -1.909
C -1.719 -5.453 -0.559
C -2.919 -4.952 0.278
O -2.964 -3.535 0.277
H -2.624 -5.321 -2.284
H -1.721 -6.536 -0.511
H -0.757 -5.161 -0.169
H -2.839 -5.214 1.322
H -3.822 -5.328 -0.171
H -2.823 -3.257 -0.646
O 2.372 -1.608 4.188
C 1.628 -0.416 3.884
C 1.889 0.649 4.868
O 1.701 0.112 6.177
H 3.279 -1.450 3.896
H 1.874 -0.113 2.852
H 0.562 -0.724 3.940
H 1.169 1.482 4.785
H 2.914 0.997 4.727
H 2.224 -0.679 6.230
O -3.112 0.322 -4.898
C -2.038 1.281 -5.087
C -0.715 0.591 -4.771
O -0.867 -0.269 -3.610
H -3.517 0.044 -5.730
H -1.969 1.703 -6.072
H -2.299 2.043 -4.350
H 0.094 1.299 -4.591
H -0.435 -0.026 -5.611
H -1.730 -0.631 -3.770

[4]
102
Properties=species:S:1:pos:R:3 method="wB97M-V/def2-TZVPD" energy_ha=-3487.43883 e_lumo_ev=1.9 charge=-1 multiplicity=1 homo_energy_ev=-6.754
K 0.154 0.118 0.254
S 0.917 1.704 3.768
O 1.776 2.018 2.538
O -0.476 2.201 3.466
O 0.783 0.201 3.790
O 1.579 2.263 4.910
C 2.252 1.069 -2.825
O 1.043 0.567 -2.228
H 3.042 0.330 -2.920
H 1.965 1.348 -3.837
H 2.633 1.924 -2.295
H 0.651 -0.092 -2.792
C 1.419 -3.517 -2.260
C 2.574 -4.408 -1.915
O 3.812 -3.700 -1.995
O 1.279 -2.377 -1.503
H 0.515 -4.084 -2.016
H 1.429 -3.288 -3.299
H 2.522 -5.275 -2.576
H 2.414 -4.892 -0.957
H 4.487 -4.365 -1.950
H 2.089 -1.877 -1.403
C -2.665 4.203 1.797
C -2.832 4.588 3.221
O -1.601 4.970 3.841
O -2.014 2.949 1.549
H -2.137 5.010 1.253
H -3.630 4.042 1.332
H -3.393 3.887 3.838
H -3.410 5.541 3.241
H -1.052 4.210 3.949
H -1.336 2.713 2.249
C -3.004 -0.966 -0.654
C -3.522 -2.301 -1.232
O -4.379 -1.969 -2.323
O -2.091 -0.376 -1.524
H -2.585 -1.140 0.324
H -3.906 -0.316 -0.530
H -4.046 -2.814 -0.403
H -2.694 -2.974 -1.517
H -4.982 -2.693 -2.472
H -1.834 0.538 -1.322
C -1.164 -0.725 -4.591
C -1.318 -1.992 -3.797
O -0.888 -3.143 -4.607
O 0.175 -0.436 -4.969
H -1.407 0.153 -4.036
H -1.744 -0.696 -5.486
H -2.369 -2.153 -3.554
H -0.759 -1.895 -2.874
H -1.321 -3.036 -5.485
H 0.666 -1.225 -5.251
C 3.992 -1.184 0.610
C 3.414 -0.655 1.901
O 1.993 -0.869 1.866
O 3.345 -0.569 -0.427
H 3.837 -2.265 0.529
H 5.088 -1.011 0.682
H 3.570 0.391 2.039
H 3.962 -1.122 2.685
H 1.646 -0.285 2.609
H 3.482 0.378 -0.515
C 3.723 3.958 0.486
C 2.304 3.527 0.030
O 2.141 2.156 0.139
O 4.302 3.052 1.400
H 3.688 4.902 1.017
H 4.369 4.039 -0.376
H 2.232 3.774 -1.037
H 1.479 4.086 0.486
H 1.783 1.972 1.112
H 3.766 2.915 2.185
C -2.539 -1.181 3.065
C -3.454 0.018 3.425
O -2.845 0.987 4.208
O -1.426 -0.733 2.357
H -3.065 -1.894 2.415
H -2.217 -1.703 3.989
H -4.330 -0.335 3.999
H -3.839 0.470 2.481
H -2.028 1.363 3.876
H -0.668 -0.442 2.918
C 0.077 -4.916 1.602
C 0.347 -3.390 1.623
O 0.593 -2.937 2.901
O 1.196 -5.610 2.164
H 0.043 -5.254 0.560
H -0.854 -5.240 2.103
H -0.460 -2.850 1.118
H 1.217 -3.272 0.938
H 1.132 -2.166 2.807
H 1.464 -5.170 2.985
C -0.970 3.094 -1.553
C -1.246 3.105 -3.010
O -2.541 2.644 -3.338
O -1.757 2.124 -0.866
H -1.237 4.090 -1.223
H 0.084 2.945 -1.360
H -0.554 2.584 -3.658
H -1.149 4.120 -3.372
H -2.843 2.145 -2.585
H -1.860 2.398 0.090

[5]
98
Properties=species:S:1:pos:R:3 method="wB97M-V/def2-TZVPD" energy_ha=-2025.26095 e_lumo_ev=-0.7 charge=0 smiles="NC(N)=O.NC(N)=O.NC(N)=O.NC(N)=O.CC(C)O.CC(C)O.CC(C)O.CC(C)O.CO.CO.CO" multiplicity=1 homo_energy_ev=-8.567
N -2.436 2.683 -0.926
C -1.321 3.359 -1.128
N -0.354 2.750 -1.784
O -1.112 4.657 -0.697
H -3.245 3.247 -0.811
H -2.652 1.736 -1.219
H 0.525 3.199 -2.068
H -0.571 1.934 -2.401
N -1.596 -3.697 -1.907
C -0.356 -3.581 -2.276
N -0.267 -2.633 -3.150
O 0.663 -4.444 -1.958
H -1.631 -4.294 -1.088
H -2.292 -3.036 -2.198
H 0.574 -2.387 -3.629
H -1.116 -2.102 -3.355
N 1.002 0.113 1.309
C 1.207 -0.814 0.410
N 0.445 -0.622 -0.612
O 2.260 -1.691 0.414
H 1.749 -0.002 2.066
H 0.147 0.746 1.461
H 0.575 -1.148 -1.479
H -0.523 -0.172 -0.474
N 1.277 2.833 0.276
C 1.789 3.558 1.124
N 1.408 4.773 0.968
O 2.720 3.263 2.045
H 1.668 1.890 0.399
H 0.546 2.911 -0.528
H 1.517 5.373 1.767
H 0.679 5.094 0.310
C 3.538 -1.625 -6.106
C 2.506 -2.292 -5.174
C 3.006 -2.090 -3.742
O 1.433 -1.748 -5.314
H 4.561 -1.941 -5.967
H 3.697 -0.553 -6.014
H 3.282 -1.841 -7.249
H 2.538 -3.341 -5.497
H 3.329 -1.118 -3.484
H 3.727 -2.918 -3.511
H 2.164 -2.285 -3.026
H 1.135 -2.221 -6.105
C -1.016 -2.643 5.148
C -0.465 -2.162 3.866
C -0.925 -3.104 2.797
O -0.887 -1.079 3.481
H -0.281 -2.513 5.941
H -1.218 -3.765 5.158
H -2.046 -2.268 5.384
H 0.664 -2.191 3.859
H -0.441 -4.091 3.037
H -0.648 -3.016 1.766
H -2.013 -3.249 2.768
H -0.612 -0.850 2.594
C -2.659 -1.525 0.307
C -3.331 -0.550 -0.690
C -4.389 0.379 -0.167
O -2.549 0.069 -1.385
H -3.311 -2.289 0.656
H -2.238 -1.006 1.233
H -1.777 -2.035 -0.029
H -3.737 -1.214 -1.463
H -4.019 1.074 0.562
H -5.204 -0.208 0.219
H -4.866 0.922 -0.968
H -2.729 -0.129 -2.322
C 1.171 1.420 4.213
C 0.677 1.067 5.552
C 0.844 2.109 6.598
O -0.512 0.696 5.540
H 0.950 0.610 3.567
H 2.208 1.632 4.138
H 0.712 2.333 3.748
H 1.284 0.264 5.906
H 0.568 1.782 7.611
H 0.431 3.049 6.244
H 1.881 2.375 6.743
H -0.638 -0.044 4.928
C 3.644 0.841 -1.227
O 2.354 0.846 -1.814
H 4.282 -0.061 -1.472
H 3.680 0.873 -0.141
H 4.199 1.769 -1.512
H 1.746 0.398 -1.229
C -0.576 0.377 -4.467
O -1.966 0.243 -4.327
H -0.281 1.424 -4.203
H -0.211 0.304 -5.554
H 0.029 -0.225 -3.802
H -2.224 0.885 -4.985
C -1.606 2.327 2.096
O -1.377 1.334 1.105
H -0.910 3.192 2.045
H -1.568 1.722 3.057
H -2.659 2.654 1.956
H -1.629 1.723 0.261

Number 1: Kohn-Sham gap 0.2822 hartree. Number 2: Kohn-Sham gap 0.2544 hartree. Number 3: Kohn-Sham gap 0.3561 hartree. Number 4: Kohn-Sham gap 0.3171 hartree. Number 5: Kohn-Sham gap 0.2889 hartree.